Entry 1:
C4H3N3O in the gas phase at a distorted geometry. Source: the OMol25 dataset; level of theory: the ωB97M-V functional and the def2-TZVPD basis.

Geometry as XYZ:
```
11
C4H3N3O the ωB97M-V functional and the def2-TZVPD basis
N -2.36568 -1.10896 -0.84619
C -1.59054 -0.93033 0.01128
C -0.48241 -0.54879 1.02674
C 0.61524 0.09364 0.27788
C 1.85260 -0.48072 -0.02203
N 2.99199 -0.62945 -0.45234
N 0.34287 1.26678 -0.22788
O -0.87288 1.64144 -0.02971
H -1.01964 0.10629 1.73211
H -0.22998 -1.38754 1.70740
H -0.92092 2.64836 -0.28013
```

* structure (SMILES): N#CC/C(C#N)=N\O
* ΔE to the lowest compared entry with this formula, charge and spin: 71.7 kcal/mol
* HOMO energy: -10.45 eV
* lowest unoccupied orbital energy: -0.42 eV

***

Entry 2:
A 2-piece molecular cluster, C5H14 overall at a distorted geometry. Source: the OMol25 dataset; level of theory: the ωB97M-V functional and the def2-TZVPD basis.

Geometry as XYZ:
```
19
C5H14 the ωB97M-V functional and the def2-TZVPD basis
C 1.72211 -0.39326 -0.53267
C 1.51502 -1.93638 -0.31969
C 0.50366 -2.40468 -1.32794
H 1.96871 -0.10469 -1.59542
H 2.68501 -0.16782 -0.14727
H 0.78495 0.23559 -0.17862
H 2.51770 -2.47103 -0.43459
H 1.07999 -2.05124 0.65095
H 1.15687 -2.85310 -2.24347
H -0.13779 -3.27604 -0.96246
H -0.13613 -1.71911 -1.79245
C -2.26969 2.33629 0.50912
C -1.13285 1.87939 1.54380
H -2.88068 2.96484 1.11251
H -1.81643 2.83721 -0.40935
H -3.01182 1.61789 0.33749
H -0.20990 1.54060 1.32638
H -1.37340 1.22348 2.28537
H -0.96532 2.74206 2.17831
```

* structure (SMILES): CCC.CC
* ΔE to the lowest compared entry with this formula, charge and spin: 44.7 kcal/mol
* HOMO energy: -10.96 eV
* lowest unoccupied orbital energy: 1.05 eV

***

Entry 3:
C45H41CuIN6O2P3 as an isolated structure at a distorted geometry. Source: the OMol25 dataset; level of theory: the ωB97M-V functional and the def2-TZVPD basis.

Geometry as XYZ:
```
99
C45H41CuIN6O2P3 the ωB97M-V functional and the def2-TZVPD basis
Cu -2.93876 -0.73504 -0.12225
N 1.81714 2.07140 1.05547
P 0.27426 2.93024 1.28661
C 1.02775 4.59051 1.18074
C 0.72613 5.58506 2.12723
C 1.50942 6.73928 2.17576
C 2.55418 6.95208 1.23980
C 2.65808 6.05007 0.18445
C 1.88566 4.89765 0.12099
C 0.08444 2.62862 3.07736
C 1.00030 3.17536 4.02710
C 0.70058 3.11610 5.36211
C -0.37135 2.32018 5.81500
C -1.18378 1.72280 4.87959
C -1.01505 1.89543 3.51160
P 2.24987 0.65446 0.24296
C 3.85188 1.25958 -0.22919
C 4.87305 1.55900 0.71365
C 6.07342 2.05234 0.22146
C 6.38332 2.15801 -1.13525
C 5.34572 1.85606 -2.05016
C 4.07481 1.52133 -1.59307
C 2.60712 -0.49087 1.64348
C 3.76427 -1.31859 1.66793
C 3.80723 -2.39064 2.59654
C 2.83483 -2.54293 3.56627
C 1.71265 -1.73912 3.52002
C 1.58679 -0.76000 2.58084
H 2.63147 2.63008 1.33468
H -0.06308 5.46893 2.90198
H 1.38115 7.43465 2.97906
H 3.19308 7.82296 1.31390
H 3.39365 6.17809 -0.63040
H 2.01550 4.26984 -0.72000
H 1.86317 3.73596 3.69490
H 1.32078 3.63436 6.08828
H -0.55519 2.08415 6.87682
H -1.98237 1.06690 5.21134
H -1.67003 1.37590 2.76547
H 4.81472 1.37212 1.78177
H 6.86263 2.36385 0.94871
H 7.39899 2.37708 -1.47078
H 5.56358 1.87292 -3.09046
H 3.27788 1.31253 -2.30657
H 4.66097 -1.02700 1.13186
H 4.67193 -3.05649 2.56151
H 2.94332 -3.32228 4.34284
H 0.91648 -1.93382 4.22191
H 0.72413 -0.06633 2.59276
N -1.05789 3.31773 -2.91820
N -1.89908 2.60385 -2.08974
N -3.19302 2.89767 -1.77524
C -3.49508 2.02558 -0.80374
N -2.53455 1.06256 -0.65976
N -1.49249 1.41934 -1.39757
H -1.31838 4.31593 -2.95389
H -0.10161 2.97736 -2.91407
H -4.43215 1.92949 -0.28356
I -3.47694 -6.39075 -3.29808
C -1.71650 -5.19486 -0.75909
C -2.29261 -3.57883 -2.23659
C -1.12862 -2.76267 -0.04087
C -1.65982 -3.06325 1.18939
C -2.27214 -4.37101 1.48300
C -2.30186 -5.35196 0.61207
C -1.84402 -1.96393 2.23690
O -1.48541 -2.15907 3.40645
O -2.37757 -0.82789 1.73487
H -1.91389 -3.66399 -3.27260
H -0.56402 -1.83223 -0.17326
H -2.65341 -4.45768 2.50557
H -2.69344 -6.32282 0.87000
C -5.13733 -2.70962 -1.83743
P -3.36803 -2.13330 -1.77626
C -3.16602 -1.22005 -3.32832
C -4.29278 -0.79353 -4.08375
C -4.15430 0.18740 -5.04384
C -2.87233 0.53900 -5.48572
C -1.77220 0.09313 -4.80265
C -1.92535 -0.71758 -3.69164
C -1.11407 -3.75359 -1.17798
C 0.25587 -3.74306 -1.79649
C 0.78069 -4.89575 -2.30707
C 0.28705 -6.23410 -1.93976
C -0.82391 -6.37864 -1.15663
C -2.86485 -4.92887 -1.75541
H -5.78101 -1.82104 -1.86739
H -5.30419 -3.24439 -0.88284
H -5.31955 -3.45160 -2.66989
H -5.26136 -1.18566 -3.74256
H -5.03690 0.58277 -5.50086
H -2.85936 1.25667 -6.28873
H -0.80589 0.42590 -5.11093
H -1.04816 -0.98036 -3.09975
H 0.75714 -2.79218 -1.94222
H 1.68973 -4.81445 -2.89840
H 0.76365 -7.10919 -2.33759
H -1.12891 -7.39260 -0.89738
H -3.84985 -4.74664 -1.23716
```

* spin multiplicity: 2
* HOMO energy (alpha / beta): -9.99 / -9.99 eV
* lowest unoccupied orbital energy (alpha / beta): -3.18 / -6.02 eV
* net charge: +1

***

Entry 4:
C15H20N2O2S in the gas phase. Source: the OMol25 dataset; level of theory: the ωB97M-V functional and the def2-TZVPD basis.

Geometry as XYZ:
```
40
C15H20N2O2S the ωB97M-V functional and the def2-TZVPD basis
N -3.40534 3.04403 0.29009
C -2.68768 1.96212 -0.09022
O -3.13365 0.84006 -0.02994
C -1.27134 2.29519 -0.55973
C -0.73895 1.16837 -1.45183
C 0.76720 0.98031 -1.30617
N 1.09476 0.60223 0.05270
C 2.22987 -0.01464 0.45360
O 2.47323 -0.19117 1.63288
C 3.21191 -0.47396 -0.61803
C 2.81277 -1.78010 -1.30245
S 2.45545 -3.12890 -0.11942
C 0.78638 -2.71835 0.35381
C -0.20923 -2.58281 -0.60232
C -1.49707 -2.26513 -0.21010
C -1.79646 -2.10325 1.13256
C -0.80402 -2.26853 2.08497
C 0.48898 -2.57608 1.70010
C 0.18557 1.08947 1.07798
C -0.36929 2.44876 0.67980
H -3.03665 3.97694 0.25253
H -4.33410 2.90697 0.65322
H -1.30044 3.24232 -1.10694
H -1.23990 0.24123 -1.16444
H -0.97673 1.37006 -2.49707
H 1.28672 1.91208 -1.57777
H 1.08891 0.20437 -2.00080
H 3.35339 0.30343 -1.37230
H 4.15915 -0.63494 -0.09928
H 3.64186 -2.14763 -1.90762
H 1.93740 -1.66645 -1.93900
H 0.01507 -2.73423 -1.64902
H -2.27346 -2.14868 -0.95169
H -2.80095 -1.84094 1.42683
H -1.03278 -2.14672 3.13345
H 1.27482 -2.68578 2.43018
H 0.75394 1.14615 2.00936
H -0.63521 0.37830 1.21913
H -0.93237 2.86987 1.51407
H 0.45827 3.12600 0.45885
```

* structure (SMILES): NC(=O)C1CCN(C(=O)CCSc2ccccc2)CC1
* ΔE to the lowest compared entry with this formula, charge and spin: 8.6 kcal/mol
* HOMO energy: -8.12 eV
* lowest unoccupied orbital energy: 0.58 eV